[1]
C8H9BrN2O2 | wB97M-V/def2-TZVPD

Each line ends with the Löwdin charge.
Geometry (Å):
C 3.58118 -1.14272 -0.60768  -0.07
C 3.80626 -1.17629 0.82679  -0.03
C 2.37668 -0.87020 -1.08078  -0.03
C 2.77502 -0.77828 1.64913  -0.13
C 1.35896 -0.55153 -0.14742  -0.19
C 0.04310 -0.10347 -0.69986  -0.38
C -3.92732 2.01119 0.03051  -0.22
C -2.31943 0.22245 -0.16033  -0.64
N 1.57761 -0.43947 1.14339  0.11
N -1.01048 -0.17246 0.21319  0.05
O -0.28022 0.31087 -1.78127  0.09
O -2.81157 1.48961 0.64350  -0.22
Br -3.55626 -1.18649 0.29281  0.74
H 4.31784 -1.43013 -1.35908  0.11
H 4.85820 -1.35112 1.01984  0.10
H 2.05570 -1.18168 -2.13444  0.16
H 2.88599 -0.37156 2.68621  0.13
H -3.96269 3.11307 0.30852  0.10
H -4.92400 1.50031 0.27201  0.09
H -3.73555 2.11745 -1.07581  0.10
H -2.22541 0.37094 -1.17535  0.06
H -0.88361 -0.38050 1.13611  0.08

Orbital gap (eV): 9.66
Structure (SMILES): CO[C@H](Br)NC(=O)c1ccccn1
Strongest force on any atom (Eh/bohr): 0.0845

---

[2]
C23H32N4O4S | wB97M-V/def2-TZVPD

Each line ends with the Löwdin charge.
Geometry (Å):
O -0.25632 -4.96905 0.74821  0.03
O 1.49725 -3.75479 -3.20072  0.05
O -3.79575 5.34726 -1.61321  -0.34
O -3.81241 3.85666 -3.55290  -0.34
N 2.66138 4.34698 0.43325  0.09
C -0.45146 -3.76467 0.82651  -0.55
C 0.91089 -3.97134 -2.14480  -0.46
C 2.35329 5.65248 0.41031  -0.15
C 1.66526 3.44189 0.41904  -0.27
C 1.03329 6.10291 0.37298  -0.07
C 3.53882 -1.39285 3.36246  -0.09
C 3.79920 -0.83280 2.09901  -0.09
C 2.95520 -2.66813 3.46031  -0.08
C -0.01104 5.18014 0.36036  -0.02
C 3.47718 -1.54879 0.93195  -0.04
C 2.63320 -3.38367 2.29436  -0.04
C 0.29217 3.81127 0.37702  -0.19
C 2.89264 -2.82569 1.02819  -0.22
N -0.00559 -4.93923 -2.03650  0.03
N -0.72883 2.83525 0.34282  0.05
N 0.17120 -2.85525 0.07295  0.12
C -1.44714 -3.23551 1.83068  0.01
C 2.06119 1.99033 0.43255  -0.05
C -0.38718 -5.85144 -3.11324  -0.05
C -2.99329 1.87786 0.23660  -0.14
C -4.16935 1.61582 -0.72923  -0.21
C -2.10003 3.08398 -0.12029  -0.36
C 2.51433 -3.58955 -0.22599  -0.10
C -4.82511 2.90602 -1.23117  -0.22
C -2.04183 3.32988 -1.61424  -0.18
C 1.24048 -3.08516 -0.92448  -0.17
S -3.64549 3.96760 -2.09759  0.70
H 3.15829 6.38069 0.42327  0.10
H 0.83157 7.16872 0.35495  0.10
H 3.79242 -0.84464 4.25928  0.10
H 4.25327 0.14617 2.02591  0.09
H 2.75700 -3.10047 4.43116  0.10
H -1.03211 5.54564 0.33830  0.11
H 3.68379 -1.11988 -0.03836  0.11
H 2.18235 -4.36386 2.37202  0.11
H -0.37560 -5.11403 -1.10852  0.09
H -0.42587 1.86346 0.38767  0.11
H -0.06112 -1.89506 0.25887  0.14
H -1.82603 -4.06829 2.42253  0.09
H -0.95425 -2.52336 2.48970  0.08
H -2.27185 -2.75729 1.30740  0.08
H 3.15064 1.89252 0.44303  0.07
H 1.66231 1.49879 1.32383  0.08
H 1.67846 1.48503 -0.45820  0.08
H -0.87018 -6.73583 -2.69577  0.08
H -1.07312 -5.35191 -3.79905  0.08
H 0.50098 -6.16104 -3.66875  0.09
H -3.38902 2.04213 1.24423  0.12
H -2.38517 0.96846 0.27343  0.11
H -3.80708 1.04542 -1.59250  0.12
H -4.91827 0.99680 -0.22310  0.12
H -2.51048 3.96556 0.38737  0.14
H 2.37709 -4.64087 0.03194  0.12
H 3.34676 -3.54034 -0.92970  0.13
H -5.23717 3.47358 -0.39408  0.11
H -5.63891 2.67703 -1.92249  0.11
H -1.81933 2.41707 -2.16601  0.12
H -1.29469 4.08202 -1.86922  0.12
H 1.48911 -2.11065 -1.34437  0.15

Orbital gap (eV): 8.22
Structure (SMILES): Cc1ncccc1N[C@@H]1CCCS(=O)(=O)C1.CNC(=O)[C@H](Cc1ccccc1)NC(C)=O
Strongest force on any atom (Eh/bohr): 0.0681

---

[3]
C5H4N2 | wB97M-V/def2-TZVPD

Each line ends with the Löwdin charge.
Geometry (Å):
C -1.40498 -2.25191 -1.21623  0.02
C -0.98420 -1.28417 -0.57849  -0.07
C -0.31003 -0.22897 0.04052  -0.30
C -0.60055 1.10599 0.21321  -0.01
C 0.58516 1.64350 0.73552  -0.15
N 1.54058 0.72392 0.85881  0.05
N 0.97771 -0.40273 0.44973  0.02
H -0.55517 -2.29051 -1.92926  0.06
H -1.54170 1.58441 -0.01324  0.11
H 0.78970 2.66549 1.01322  0.10
H 1.50349 -1.26501 0.42621  0.17

Orbital gap (eV): 9.48
Structure (SMILES): C#Cc1ccn[nH]1
Strongest force on any atom (Eh/bohr): 0.0262